(1)
173
Properties=species:S:1:pos:R:3 method="wB97M-V/def2-TZVPD" gap_ha="0.3098 / 0.3465" spin_multiplicity=2 lumo_energy_ev="0.3465 / 0.3464" charge=0 e_tot_ev=-554513.7788
C 4.6243 -1.7373 1.6690
C 4.3569 -0.6532 2.7017
C 2.9759 -0.0262 2.4526
O 2.8056 0.1880 1.0667
C 1.4429 0.2835 0.5994
C 0.8785 -1.1700 0.5267
C 0.1462 -1.5959 -0.7430
C -0.4085 -3.0431 -0.6130
C -1.8451 -3.1833 -1.1407
C -2.8145 -2.3839 -0.2827
C -4.2905 -2.7524 -0.4345
C -5.0937 -2.2783 0.8045
C -5.8900 -0.9989 0.5597
C -7.0106 -0.8492 1.6087
C -8.4132 -1.1455 1.0819
O -9.0961 0.0971 0.9207
C -10.1801 -0.0162 0.0067
C 1.5884 0.9554 -0.7754
C 0.4103 1.8453 -1.2267
C 0.7929 3.3323 -1.1692
C 0.1517 1.5359 -2.7122
N -0.8484 1.5592 -0.5037
O -1.8606 2.1860 -0.9791
C -0.7643 1.6372 0.9726
C -1.8894 0.7137 1.4930
C -1.0710 3.0178 1.5504
C 0.5746 1.1325 1.5370
H 3.8063 -2.4518 1.6383
H 4.7901 -1.3321 0.6809
H 5.5122 -2.3088 1.9228
H 5.1159 0.1210 2.6253
H 4.3416 -1.0994 3.6852
H 2.2364 -0.7172 2.8677
H 2.8860 0.9149 2.9928
H 1.7276 -1.8425 0.6117
H 0.2470 -1.3928 1.3836
H -0.6943 -0.9642 -1.0086
H 0.8397 -1.6380 -1.5666
H 0.2499 -3.7679 -1.0826
H -0.4439 -3.2654 0.4557
H -1.8361 -2.8511 -2.1782
H -2.0883 -4.2445 -1.0838
H -2.7261 -1.3469 -0.5948
H -2.4800 -2.4218 0.7522
H -4.6697 -2.1851 -1.2806
H -4.4121 -3.8168 -0.6046
H -4.3737 -2.0644 1.5932
H -5.7325 -3.0860 1.1490
H -6.3363 -1.0848 -0.4309
H -5.2546 -0.1216 0.5948
H -6.7990 -1.5402 2.4183
H -7.0265 0.1397 2.0507
H -8.3282 -1.6495 0.1189
H -8.9770 -1.7543 1.7891
H -10.9488 -0.6568 0.4396
H -9.8500 -0.4338 -0.9428
H -10.5631 0.9834 -0.1431
H 1.8997 0.2457 -1.5298
H 2.4370 1.6186 -0.6580
H 1.0444 3.6816 -2.1647
H 1.6495 3.5287 -0.5343
H -0.0395 3.9498 -0.8560
H -0.4358 2.3213 -3.1695
H 1.1155 1.5165 -3.2081
H -0.3572 0.5861 -2.8314
H -2.0795 0.9377 2.5350
H -2.7902 0.9686 0.9385
H -1.6287 -0.3212 1.3457
H -1.0981 2.8933 2.6281
H -0.2719 3.7304 1.3796
H -2.0179 3.4077 1.1993
H 0.3351 0.6037 2.4509
H 1.1595 1.9982 1.8475
C 7.5536 -4.8010 2.4730
Cl 7.6498 -3.1091 2.9918
Cl 5.9360 -5.2202 1.8931
H 8.2631 -4.9557 1.6706
H 7.7968 -5.4370 3.3162
C 0.7010 4.9573 -5.5075
Cl 1.4159 3.3472 -5.6708
Cl 0.8496 5.5975 -3.8649
H 1.2098 5.6319 -6.1865
H -0.3513 4.8989 -5.7566
C 11.4660 -3.1257 2.9675
Cl 10.9700 -4.8112 2.7583
Cl 12.9227 -2.9881 3.9561
H 11.6665 -2.7022 1.9908
H 10.6601 -2.5900 3.4550
C 2.5377 5.2330 3.0440
Cl 1.5612 5.6086 1.6183
Cl 1.8023 3.9799 4.0499
H 3.5088 4.8829 2.7143
H 2.6427 6.1324 3.6401
C -3.0980 3.6266 -5.0260
Cl -2.8266 5.3230 -4.5957
Cl -4.7596 3.3575 -5.5670
H -2.4207 3.3517 -5.8272
H -2.9160 3.0122 -4.1500
C 3.9799 -0.0439 7.1367
Cl 2.7980 -0.2683 5.8370
Cl 5.6217 0.1324 6.5049
H 3.7326 0.8497 7.6965
H 3.9467 -0.9145 7.7817
C -7.7807 1.4459 4.7704
Cl -8.3702 1.9398 6.3616
Cl -6.6007 0.1363 4.8812
H -8.6220 1.1074 4.1763
H -7.3062 2.2999 4.3008
C 0.3455 7.7250 -8.4815
Cl -0.3349 6.1127 -8.7364
Cl 1.8030 7.6829 -7.4779
H 0.6048 8.1450 -9.4457
H -0.3963 8.3405 -7.9870
C 2.2715 -3.0452 -3.8281
Cl 2.5159 -1.3277 -3.4685
Cl 0.6393 -3.3599 -4.4150
H 2.9820 -3.3466 -4.5863
H 2.4297 -3.6147 -2.9184
C 5.3077 -5.2602 5.5964
Cl 5.5188 -6.7914 6.4558
Cl 3.8387 -4.4197 6.1016
H 6.1591 -4.6230 5.8081
H 5.2459 -5.4650 4.5340
C -1.9182 -3.9490 -7.4028
Cl -2.2714 -3.6160 -5.7080
Cl -0.7437 -5.2608 -7.5819
H -2.8379 -4.2346 -7.8988
H -1.5105 -3.0514 -7.8540
C 5.4480 -4.1924 -6.9031
Cl 6.1423 -2.6941 -6.2713
Cl 4.5973 -5.0985 -5.6456
H 4.7425 -3.9441 -7.6872
H 6.2481 -4.8077 -7.2946
C -6.2836 5.0944 7.6158
Cl -6.1726 4.8275 5.8736
Cl -4.7705 5.7148 8.2860
H -7.0688 5.8164 7.8051
H -6.5143 4.1492 8.0933
C -1.0524 -1.0775 5.6050
Cl -2.0232 -1.7233 6.9327
Cl -1.5237 -1.7696 4.0470
H -1.1943 -0.0035 5.5628
H -0.0124 -1.3147 5.7888
C 9.5359 -3.1277 -8.4091
Cl 11.1171 -2.9667 -7.6402
Cl 8.8830 -4.7628 -8.2345
H 8.8483 -2.4325 -7.9415
H 9.6390 -2.9092 -9.4651
C -3.9859 -0.1302 -7.1971
Cl -4.6893 -1.7596 -7.2083
Cl -2.4857 -0.0423 -6.2684
H -3.7749 0.1557 -8.2210
H -4.6959 0.5542 -6.7569
C 0.3570 8.2018 4.5596
Cl 1.9543 8.3516 5.3108
Cl -0.2573 6.5500 4.6482
H -0.3306 8.8598 5.0771
H 0.4389 8.4841 3.5161
C -5.9234 0.4125 -2.8955
Cl -6.1229 0.3664 -4.6529
Cl -4.3197 0.9985 -2.4400
H -6.6686 1.0822 -2.4821
H -6.0561 -0.5896 -2.5035
C 5.0079 3.7254 8.4930
Cl 3.9914 4.0681 7.0925
Cl 4.2869 2.4826 9.5244
H 5.9702 3.3694 8.1436
H 5.1272 4.6313 9.0752
C -1.8302 -7.1386 -2.4409
Cl -1.9615 -7.2531 -4.1979
Cl -0.2418 -6.5518 -1.9335
H -2.5843 -6.4474 -2.0818
H -1.9869 -8.1226 -2.0154

(2)
52
Properties=species:S:1:pos:R:3 method="wB97M-V/def2-TZVPD" gap_ha=0.3293 e_above_lowest_kcal_mol=0.00 smiles="CCOC(=O)C1CCN(c2cc(=O)n(C3CCCCC3)c(=O)[nH]2)CC1" lumo_energy_ev=0.5408 charge=0 e_tot_ev=-31767.0323
C 6.6857 1.9126 -0.7689
C 6.8660 0.9251 0.3748
O 5.6098 0.5599 0.9527
C 4.9088 -0.3954 0.3379
O 5.2832 -0.9790 -0.6449
C 3.5978 -0.6472 1.0704
C 2.8136 -1.7980 0.4343
C 2.2366 -1.3689 -0.9166
N 1.4225 -0.1743 -0.8002
C 0.0908 -0.2854 -0.5060
C -0.5807 -1.4471 -0.2707
C -1.9970 -1.4797 -0.0594
O -2.6241 -2.4972 0.1680
N -2.6592 -0.2341 -0.1084
C -4.1107 -0.2391 0.1016
C -4.8635 0.2494 -1.1348
C -6.3652 0.1224 -0.8982
C -6.7795 0.9246 0.3314
C -6.0107 0.4497 1.5605
C -4.5081 0.5777 1.3300
C -2.0247 0.9461 -0.3523
O -2.5595 2.0321 -0.4209
N -0.6520 0.8682 -0.5243
C 2.2124 0.9396 -0.3113
C 2.7486 0.6312 1.0911
H 6.1346 2.7868 -0.4298
H 6.1420 1.4430 -1.5850
H 7.6590 2.2273 -1.1335
H 7.4340 1.3695 1.1941
H 7.3676 0.0198 0.0185
H 3.8684 -0.9044 2.1002
H 3.4710 -2.6544 0.2859
H 2.0031 -2.0891 1.1043
H 1.6456 -2.1678 -1.3612
H 3.0601 -1.1384 -1.5971
H -0.0906 -2.4010 -0.2108
H -4.3575 -1.2922 0.2774
H -4.6068 1.2922 -1.3244
H -4.5654 -0.3446 -2.0020
H -6.9061 0.4794 -1.7768
H -6.6215 -0.9293 -0.7498
H -6.5664 1.9818 0.1600
H -7.8533 0.8195 0.5004
H -6.2993 1.0398 2.4327
H -6.2590 -0.5947 1.7638
H -4.2481 1.6241 1.1667
H -3.9594 0.2157 2.2028
H -0.2276 1.7485 -0.7784
H 1.6307 1.8610 -0.2842
H 3.0452 1.0864 -1.0061
H 3.3450 1.4673 1.4565
H 1.9036 0.4859 1.7681

(3)
14
Properties=species:S:1:pos:R:3 method="wB97M-V/def2-TZVPD" gap_ha=0.3496 e_above_lowest_kcal_mol=188.64 lumo_energy_ev=-0.1690 charge=0 e_tot_ev=-12787.6945
C -1.3580 0.7721 -0.2238
C -2.3529 -0.9349 0.0232
C 1.4465 -0.4704 0.2530
C 2.6865 -0.0372 0.1806
H 0.2316 2.1190 -0.0056
H -3.3595 -1.3762 0.4838
H 0.7767 -0.8689 1.1340
H 3.4302 -0.2373 0.8431
H 3.0501 0.3875 -0.7318
N -2.5130 0.4098 0.4422
N -1.3557 -1.4041 -0.6381
N -0.5285 -0.2447 -0.6026
O -0.9335 1.9509 -0.3434
O 0.7796 -0.0656 -0.8147

(4)
20
Properties=species:S:1:pos:R:3 method="wB97M-V/def2-TZVPD" gap_ha=0.3449 e_above_lowest_kcal_mol=83.66 lumo_energy_ev=-3.2938 charge=+1 e_tot_ev=-9377.9561
C -1.2080 -1.4571 0.0451
C -0.3847 -1.3451 1.3473
C 0.4793 -0.1040 1.1738
C 0.1388 1.1735 1.2599
N 0.8483 2.2238 0.5212
N -0.3814 -1.1821 -1.3547
H -2.1280 -0.9718 -0.1288
H -1.3984 -2.4782 -0.0542
H -1.1802 -1.1623 2.0943
H 0.2667 -2.1350 1.7396
H 1.4653 -0.3522 0.8917
H -0.7907 1.4026 1.9155
H 1.9097 2.2429 0.8515
H 0.2787 3.0528 0.7632
H -0.8277 -1.6368 -2.1576
H -0.4608 -0.1384 -1.6504
H 0.7720 -1.1368 -1.3119
H 1.5264 0.9544 -2.3067
H 0.5258 1.9150 -1.4902
O 0.5489 1.1349 -2.1487